Record 1
Formula: C22H34Cl2N10
Source: the OMol25 dataset
Level of theory: wB97M-V/def2-TZVPD

```
68
Properties=species:S:1:pos:R:3:forces:R:3:lowdin_charge:R:1
C 5.19680 1.68350 -0.68113 -0.3 0.5 0.4 -0.099
C 6.58782 1.59369 -0.26329 -1.0 0.0 -0.6 -0.261
N 7.70048 1.53862 -0.01532 0.9 -0.1 0.4 0.156
H 5.00723 2.67659 -1.08849 0.3 0.2 -0.5 0.046
H 4.51834 1.70767 0.17163 0.1 -0.6 0.2 0.065
H 4.91233 0.92124 -1.40647 0.1 0.0 0.2 0.059
C -3.54395 -4.90834 1.93517 0.0 1.1 0.3 -0.060
C -2.69828 -3.79896 1.35110 -3.1 -4.8 1.6 -0.238
N -2.00052 -3.03266 0.92891 2.3 3.1 -1.5 0.157
H -2.95745 -5.74188 2.32161 0.3 0.4 0.0 0.079
H -4.34634 -5.33640 1.33431 0.4 0.5 -0.7 0.078
H -4.05719 -4.41057 2.75791 0.1 -0.3 0.3 0.063
C -3.38054 4.44636 -0.16117 -0.2 -0.2 0.0 -0.054
C -2.23684 3.63491 0.20060 4.9 -2.6 1.3 -0.241
N -1.25284 3.01814 0.49755 -4.4 2.6 -1.4 0.139
H -4.05406 3.81720 -0.74309 -0.2 0.2 0.1 0.090
H -3.07827 5.29745 -0.77141 0.0 0.0 0.1 0.092
H -3.84673 4.78774 0.76308 -0.2 0.1 -0.2 0.098
C 1.88728 0.32443 -4.64943 -0.4 0.2 -0.3 -0.077
C 3.32438 0.22919 -4.52474 -1.2 -0.5 0.1 -0.309
N 4.45983 0.16165 -4.46673 1.5 0.2 0.2 0.165
H 1.40147 -0.51790 -5.14195 0.4 -0.2 -0.1 0.096
H 1.75148 1.19000 -5.29786 -0.6 0.1 0.2 0.076
H 1.40374 0.41450 -3.67672 0.1 0.3 0.0 0.060
C -0.70164 -2.16370 4.54712 0.3 -0.7 0.1 -0.082
C -1.51975 -3.35742 4.61809 -1.9 -2.9 1.0 -0.260
N -2.07788 -4.38957 4.64082 1.3 2.7 -0.1 0.145
H -1.12051 -1.23690 4.93914 -0.5 -0.3 -0.5 0.065
H -0.48941 -2.24058 3.48075 0.7 1.1 -0.1 0.048
H 0.18118 -2.33190 5.16392 0.3 -0.1 -0.4 0.095
C 3.80042 -1.74947 1.52351 1.3 0.0 0.4 -0.106
C 2.80926 -2.61865 2.17030 -2.6 -1.2 1.6 -0.256
N 2.00389 -3.27868 2.73247 2.7 2.2 -2.0 0.134
H 3.67523 -0.66669 1.51809 -1.3 -0.2 -0.1 0.040
H 4.11302 -2.08897 0.53602 -0.3 -0.1 0.0 0.081
H 4.70310 -1.74590 2.13445 0.2 -0.7 0.2 0.083
C -0.69903 1.29607 3.52354 0.4 -0.9 0.4 -0.064
C 0.65232 0.69210 3.39589 2.5 -0.3 -0.7 -0.247
N 1.72949 0.24951 3.22741 -3.1 1.2 0.5 0.169
H -1.28824 0.98829 2.65971 0.0 0.2 0.0 0.053
H -0.71704 2.37687 3.66368 0.3 -0.1 -0.2 0.084
H -1.14435 0.83947 4.40747 -0.2 0.1 0.0 0.063
C -2.43585 -3.10742 -2.44229 0.3 0.3 -1.2 -0.087
C -2.52529 -3.03325 -3.96737 -0.2 -0.5 2.2 -0.254
N -2.57472 -2.91741 -5.10632 0.1 0.0 -0.1 0.113
H -1.59723 -3.72370 -2.11823 0.2 0.2 -0.3 0.068
H -3.28109 -3.51792 -1.88989 -0.4 0.1 -0.7 0.065
H -2.30682 -2.07127 -2.12948 0.1 -0.1 0.2 0.027
C 0.03638 -0.57105 0.32454 0.3 -0.7 -0.4 -0.077
C 1.28972 -0.18514 -0.35526 1.9 0.8 -0.7 -0.218
N 2.29802 0.12607 -0.87348 -2.8 -0.6 1.1 0.149
H 0.24170 -1.08305 1.26465 0.3 0.4 0.1 0.047
H -0.45449 -1.36335 -0.24063 -0.1 0.2 -0.3 0.046
H -0.63889 0.27353 0.46163 0.2 0.0 -0.1 0.046
C -4.21516 0.06946 0.21618 0.9 -0.1 -1.5 -0.053
C -4.09112 0.06350 -1.27381 -0.1 0.1 -3.9 -0.257
N -3.98557 0.14673 -2.45750 -0.3 -0.3 4.8 0.125
H -5.11592 -0.42095 0.58526 -0.1 0.5 -0.2 0.089
H -4.07041 1.12794 0.43246 -0.4 -0.1 0.7 0.058
H -3.35628 -0.49390 0.58095 0.0 0.0 0.2 0.047
Cl 2.35080 4.64699 -0.61302 -0.1 0.0 -0.3 0.776
C 1.21051 3.84793 -1.70814 0.7 0.7 0.0 -0.581
C 1.55948 4.17867 -3.18250 0.7 -0.7 0.2 -0.487
Cl 3.24411 3.54292 -3.56547 -1.5 0.3 0.2 0.801
H 0.25429 4.36068 -1.60402 -0.2 -0.2 0.4 0.081
H 1.20076 2.80521 -1.39073 -0.2 0.0 -0.5 0.057
H 1.58519 5.24936 -3.38514 0.3 0.1 0.4 0.095
H 0.76979 3.77916 -3.81880 0.5 -0.5 -0.4 0.098
```
Forces are in eV/Å.

2S+1: 2
E_HOMO (alpha / beta): -13.24 / -13.24 eV
HOMO-LUMO gap (alpha / beta): 9.8653 / 2.5875 eV
net charge: +1

***

Record 2
Formula: C22H34N11SZr
Source: the OMol25 dataset
Level of theory: wB97M-V/def2-TZVPD

```
69
Properties=species:S:1:pos:R:3:forces:R:3:lowdin_charge:R:1
Zr -0.17130 -0.25817 0.90039 2.6 1.2 1.0 1.379
C -4.69349 0.86926 1.33675 -0.1 0.0 0.0 -0.070
C -3.20074 0.88820 1.33431 0.2 0.0 0.0 -0.331
N -2.47449 -0.24856 1.30924 -0.3 -0.2 -0.3 -0.179
N -2.96592 -1.40851 1.26529 0.1 -0.1 0.2 0.008
C -1.81667 -2.39297 1.26711 -0.2 -0.1 0.0 -1.021
N -2.43613 -3.70460 1.27831 0.1 0.0 0.0 0.032
S -0.74876 -2.01440 2.74381 0.0 0.1 -0.2 0.419
C -2.40951 2.05440 1.50099 -0.1 0.0 0.0 -0.252
C -2.96947 3.34464 1.69205 0.1 0.1 0.0 -0.042
C -2.14131 4.42755 1.85471 -0.1 0.0 0.0 -0.109
C -0.75360 4.26577 1.84301 0.1 -0.1 0.0 -0.105
C -0.26569 2.98440 1.66336 -0.1 0.0 0.0 -0.158
N -1.04868 1.92293 1.48725 -0.2 -0.3 -0.1 -0.022
H -5.03737 -0.07120 0.90493 0.0 0.0 0.0 0.058
H -5.13006 0.93438 2.34164 0.0 0.0 0.0 0.075
H -5.11136 1.69169 0.74829 0.0 0.0 0.0 0.060
H -3.00106 -3.76645 2.11927 0.0 0.0 0.0 0.052
H -1.68244 -4.37597 1.37594 0.0 0.0 0.0 0.059
H -4.04386 3.46009 1.72849 0.0 0.0 0.0 0.091
H -2.57595 5.40967 2.00881 0.0 0.0 0.0 0.094
H -0.07474 5.09444 1.98602 0.0 0.0 0.0 0.082
H 0.79221 2.74022 1.66162 0.0 0.0 0.0 0.078
C 3.71987 1.19786 -2.40092 0.0 0.0 0.0 -0.065
N 2.90481 -0.00248 -2.61520 -0.1 0.0 0.0 -0.178
C 3.66378 -1.21707 -2.37308 0.1 0.0 0.0 -0.079
C 1.68231 0.05586 -1.90576 0.0 0.1 0.1 -0.427
N 1.39214 -0.55808 -0.84544 -0.2 -0.3 -0.5 0.094
N 0.79972 0.95334 -2.51465 0.1 0.0 0.0 0.151
C -0.53215 1.11698 -2.18756 -0.1 0.0 0.0 -0.468
N -1.25977 1.72823 -3.18958 0.0 0.0 0.0 0.148
N -1.02872 0.72289 -1.08337 0.0 0.0 -0.3 0.087
H 4.49085 1.25959 -3.16952 0.0 0.0 0.0 0.082
H 4.19338 1.18419 -1.41187 0.0 0.0 0.0 0.082
H 3.09642 2.08794 -2.45815 0.0 0.0 0.0 0.081
H 4.46123 -1.28640 -3.11307 0.0 0.0 0.0 0.087
H 3.01585 -2.08548 -2.48147 0.0 0.0 0.0 0.088
H 4.12288 -1.23728 -1.37445 0.0 0.0 0.0 0.083
H 2.13871 -1.14181 -0.48764 0.0 0.1 0.1 0.066
H 1.04950 1.14208 -3.47112 0.0 -0.1 0.0 0.139
H -0.76016 2.32408 -3.82818 0.0 0.0 0.0 0.090
H -2.14552 2.10711 -2.89744 0.0 0.0 0.0 0.101
H -2.03298 0.87329 -1.02830 0.0 0.1 0.1 0.080
N -0.89484 -2.23920 0.14251 -0.6 0.0 -0.2 -0.180
C -1.38730 -2.40959 -1.14166 0.0 -0.1 0.2 -0.334
C -2.74825 -2.37759 -1.51531 0.0 0.0 -0.1 -0.052
C -3.12797 -2.46599 -2.84602 0.0 0.0 0.0 -0.122
C -2.19525 -2.61078 -3.86751 0.0 0.0 0.0 -0.152
C -0.85440 -2.70686 -3.51208 0.0 0.0 0.0 -0.133
C -0.46637 -2.62598 -2.18525 0.1 0.0 -0.1 -0.079
H -3.50356 -2.27582 -0.75052 0.0 0.0 0.0 0.080
H -4.18608 -2.42365 -3.08422 0.0 0.0 0.0 0.088
H -2.50536 -2.67696 -4.90311 0.0 0.0 0.0 0.076
H -0.09882 -2.86906 -4.27481 0.0 0.0 0.0 0.085
H 0.57456 -2.75161 -1.91798 0.0 0.0 0.0 0.080
C 3.18721 -1.38921 2.23974 0.2 -0.1 0.0 -0.088
C 2.67290 0.04224 2.48144 0.0 0.3 -0.2 -0.793
C 3.83310 1.01065 2.19182 0.1 0.1 0.0 -0.093
C 2.28473 0.17951 3.96199 0.0 0.0 0.1 -0.086
N 1.54975 0.34895 1.64107 -1.4 -1.0 0.0 -0.260
H 3.90168 -1.70364 3.01150 0.0 0.0 0.0 0.069
H 3.71337 -1.45312 1.27774 -0.1 0.0 0.0 0.050
H 2.35985 -2.09988 2.23566 -0.1 0.1 0.0 0.048
H 4.73127 0.76778 2.77137 0.0 0.0 0.0 0.066
H 3.53796 2.03787 2.42338 0.0 0.0 0.0 0.064
H 4.08711 0.96758 1.12816 0.0 0.0 0.0 0.045
H 3.14888 0.07384 4.62984 0.0 0.0 0.0 0.066
H 1.54553 -0.57997 4.22450 0.0 0.0 0.0 0.050
H 1.82853 1.15887 4.12297 0.0 0.0 0.0 0.067
```
Forces are in eV/Å.

E_HOMO: -3.28 eV
HOMO-LUMO gap: 5.5368 eV
net charge: -1

***

Record 3
Formula: C22H34N2O3
Source: the OMol25 dataset
Level of theory: wB97M-V/def2-TZVPD

```
61
Properties=species:S:1:pos:R:3:forces:R:3:lowdin_charge:R:1
C 1.86161 2.37452 -0.73263 0.1 0.2 0.1 -0.072
H 2.11489 2.06719 0.28832 0.0 0.0 0.0 0.083
O 1.29497 1.32170 -1.46820 0.0 -0.3 -0.2 -0.087
C 2.06009 0.23219 -1.75714 0.1 -0.2 -0.1 -0.227
C 3.33579 0.01215 -1.25272 -0.1 0.3 0.1 -0.039
C 4.02842 -1.13973 -1.58960 0.0 -0.1 -0.1 -0.085
C 3.46091 -2.07694 -2.42985 0.2 -0.1 0.1 -0.090
C 2.19182 -1.85513 -2.93984 0.0 0.2 0.0 -0.034
C 1.48320 -0.71030 -2.62356 -0.1 0.1 0.0 -0.132
C 0.10040 -0.46868 -3.16500 0.0 0.2 -0.1 -0.104
N -0.87623 -0.46502 -2.09492 0.2 -0.4 -0.2 0.097
C -1.58306 0.63226 -1.77419 -0.4 -0.4 0.3 -0.454
O -1.66245 1.63122 -2.45738 0.0 0.4 -0.1 0.073
C -2.28739 0.48677 -0.40791 -0.1 0.2 0.0 -0.212
N -1.27735 0.64333 0.62829 -0.3 0.3 -0.1 0.136
C -0.48100 -0.36843 1.02433 0.2 0.4 0.3 -0.454
O -0.58143 -1.49371 0.56257 0.0 -0.4 0.0 0.063
C 0.49242 -0.01539 2.13514 0.0 -0.5 -0.1 -0.238
C 1.75635 -0.86640 2.02261 0.1 0.2 0.0 -0.142
C 2.71201 -0.57428 3.17398 -0.1 -0.1 0.1 -0.162
C 2.06115 -0.79311 4.54382 0.1 0.1 0.1 -0.378
C 1.82995 -2.27383 4.83693 0.1 0.3 0.0 -0.064
H 1.16414 -2.72655 4.10894 -0.1 -0.1 -0.1 0.070
H 1.39132 -2.39750 5.82489 -0.1 -0.1 0.1 0.078
H 2.77487 -2.81223 4.81342 0.1 -0.1 0.0 0.079
C 0.76593 0.02053 4.63509 0.0 -0.2 0.0 -0.166
C -0.19040 -0.27549 3.48354 0.1 0.3 0.1 -0.142
H -0.51461 -1.31598 3.51967 -0.1 -0.1 0.0 0.123
H -1.08036 0.35259 3.57527 0.0 -0.1 0.0 0.118
H 0.26772 -0.18843 5.58403 0.0 0.1 0.1 0.113
H 1.01705 1.08477 4.62030 0.0 0.1 0.0 0.116
H 2.74954 -0.41189 5.30851 -0.1 0.0 -0.1 0.133
H 3.59607 -1.20813 3.08245 0.1 0.0 0.0 0.114
H 3.04304 0.46630 3.10558 0.1 0.0 0.0 0.114
H 1.46820 -1.91738 2.01738 0.0 0.0 -0.1 0.119
H 2.25128 -0.66693 1.06901 0.0 -0.1 0.0 0.100
H 0.75342 1.04739 2.07057 0.0 0.0 0.0 0.138
H -1.08830 1.58515 0.93192 0.1 -0.1 0.1 0.151
H -2.67398 -0.53291 -0.31444 0.0 0.1 0.0 0.145
C -3.39147 1.52233 -0.23123 0.1 -0.2 -0.3 -0.136
H -2.98552 2.49266 -0.52681 0.0 0.0 0.1 0.118
C -4.62716 1.22886 -1.09051 -0.1 0.1 0.2 -0.428
C -5.51835 2.46807 -1.14751 0.2 -0.2 -0.1 -0.077
H -6.40189 2.27419 -1.75089 -0.1 0.0 0.0 0.075
H -5.84155 2.75089 -0.14727 -0.1 0.1 0.1 0.080
H -4.98050 3.30378 -1.58782 0.0 0.1 0.0 0.078
C -5.42100 0.04224 -0.54948 0.2 0.1 -0.2 -0.072
H -5.76430 0.24673 0.46306 -0.1 0.0 0.1 0.081
H -6.29205 -0.14206 -1.17390 -0.1 -0.1 0.0 0.077
H -4.82260 -0.86488 -0.53307 0.0 -0.2 0.0 0.069
H -4.28763 1.00026 -2.10517 0.0 0.0 0.0 0.135
H -3.68159 1.56787 0.82151 0.0 0.0 0.1 0.126
H -0.78277 -1.19257 -1.39300 -0.1 0.1 0.1 0.118
H -0.15656 -1.24398 -3.89415 0.1 0.1 0.0 0.124
H 0.03852 0.51445 -3.64190 0.0 -0.2 0.0 0.130
H 1.74403 -2.58176 -3.60193 -0.1 -0.1 -0.1 0.112
H 4.00006 -2.97506 -2.68862 0.1 -0.1 0.0 0.100
H 5.01738 -1.29758 -1.18562 0.1 0.0 0.0 0.104
H 3.80169 0.73178 -0.59723 0.0 0.1 0.1 0.105
H 1.09797 3.15065 -0.70094 0.1 0.0 0.0 0.099
H 2.75730 2.77164 -1.22110 0.0 0.0 0.0 0.101
```
Forces are in eV/Å.

E_HOMO: -8.51 eV
SMILES: COc1ccccc1CNC(=O)[C@H](CC(C)C)NC(=O)[C@H]1CC[C@@H](C)CC1
HOMO-LUMO gap: 9.0822 eV

***

Respective energy values: -63296.4093 -51876.2776 -32490.5456 eV.
Respective maximum force values: 0.115 0.060 0.012 Eh/bohr.